Density functional theory data (the ωB97M-V functional and the def2-TZVPD basis) for a molecular structure, C31H40AuINO2P2 in a non-equilibrium geometry.

Geometry (Å):
Au 0.09 -0.17 -0.15
C 2.95 1.32 1.75
C 2.79 2.07 0.43
C 2.07 3.40 0.63
P 2.04 1.00 -0.87
C 2.06 1.91 -2.47
C 0.90 2.92 -2.55
C 3.37 2.63 -2.78
C 3.08 -0.50 -0.95
C 4.25 -0.64 -1.67
C 4.95 -1.84 -1.67
C 4.44 -2.92 -0.95
C 3.27 -2.79 -0.21
C 2.59 -1.58 -0.16
N 1.41 -1.41 0.60
C 1.11 -2.10 1.79
C 2.11 -2.68 2.58
C 1.76 -3.37 3.73
C 0.44 -3.49 4.13
C -0.55 -2.88 3.38
C -0.23 -2.17 2.22
P -1.45 -1.18 1.31
C -2.82 -2.23 0.67
C -2.38 -2.78 -0.69
C -3.22 -3.37 1.61
C -2.03 0.13 2.47
C -0.87 0.66 3.31
C -3.18 -0.35 3.36
H 3.47 1.97 2.45
H 3.53 0.40 1.64
H 1.98 1.07 2.19
H 3.80 2.25 0.02
H 1.03 3.23 0.94
H 2.07 4.02 -0.26
H 2.56 3.96 1.43
H 1.88 1.11 -3.20
H 1.09 3.78 -1.92
H -0.05 2.47 -2.26
H 0.83 3.28 -3.57
H 3.61 3.38 -2.02
H 3.25 3.16 -3.73
H 4.23 1.97 -2.89
H 4.64 0.18 -2.24
H 5.86 -1.95 -2.24
H 4.95 -3.87 -0.97
H 2.88 -3.64 0.33
H 3.15 -2.59 2.31
H 2.55 -3.81 4.33
H 0.18 -4.03 5.04
H -1.58 -2.93 3.72
H -3.64 -1.54 0.53
H -1.47 -3.37 -0.60
H -2.22 -1.99 -1.42
H -3.16 -3.44 -1.08
H -2.42 -4.09 1.73
H -4.08 -3.88 1.18
H -3.52 -3.01 2.60
H -2.40 0.91 1.82
H -0.50 -0.08 4.02
H -1.20 1.53 3.87
H -0.03 0.97 2.68
H -2.87 -1.14 4.04
H -4.04 -0.69 2.78
H -3.52 0.49 3.98
I -5.47 3.71 -6.12
C -4.45 2.82 -4.54
C -3.08 2.62 -4.63
C -2.41 2.02 -3.58
C -3.10 1.63 -2.44
C -4.47 1.83 -2.36
C -5.15 2.43 -3.40
C -2.42 0.97 -1.29
O -3.04 0.53 -0.33
O -1.11 0.91 -1.39
H -2.55 2.91 -5.52
H -1.34 1.84 -3.66
H -5.00 1.53 -1.46
H -6.22 2.59 -3.34

Energy above the lowest of the compared OMol25 structures with the same formula, charge and spin: 0.627 eV
HOMO energy: -10.42 eV
Kohn-Sham gap: 6.8 eV
Total charge: +1
Electronic energy: -2526.4519 a.u.